Record 1
DFT (ωB97M-V with the def2-TZVPD basis set) results for a 2-piece molecular cluster, C4H12O overall at a distorted geometry.

```
17
Properties=species:S:1:pos:R:3:mulliken_charge:R:1
C 0.2767 -1.1140 -1.6457 -0.722
C -1.2203 -1.2439 -1.4424 -0.168
O -1.9656 -0.6273 -2.4851 -0.521
H 0.7342 -2.0099 -1.2445 0.282
H 0.6631 -0.3000 -0.9748 0.065
H 0.6748 -1.1139 -2.7303 0.295
H -1.6413 -2.2777 -1.3555 0.338
H -1.5007 -0.6624 -0.5199 0.105
H -2.5292 -1.3264 -2.8565 0.310
C 0.3907 1.9552 1.7412 -0.843
C 1.3011 0.7228 2.0573 -0.758
H -0.5806 1.5613 1.7660 0.276
H 0.4010 2.7251 2.5373 0.329
H 0.7148 2.3528 0.7329 0.242
H 2.3543 0.9999 2.0102 0.272
H 0.9964 0.3585 3.0081 0.330
H 0.9308 0.0000 1.4018 0.168
```

Values from the calculation:
Multiplicity: 1
LUMO (eV): 1.0
Charge: 0
SMILES string: CCO.CC
Frontier orbital gap (eV): 11.15
HOMO level (eV): -10.20



Record 2
DFT (ωB97M-V with the def2-TZVPD basis set) results for a 2-piece molecular cluster, C4H12O overall at a distorted geometry.

```
17
Properties=species:S:1:pos:R:3:mulliken_charge:R:1
C 1.6085 0.1619 1.0601 -0.354
C 2.6160 -0.7919 0.4846 -0.357
O 2.4081 -1.4352 -0.7718 -0.561
H 0.6654 0.1903 0.5652 -0.206
H 1.7379 1.2568 1.0033 0.358
H 1.2356 -0.2943 2.0412 0.299
H 3.5640 -0.2080 0.3531 0.225
H 2.8897 -1.6195 1.1167 0.337
H 1.6623 -2.2097 -0.6881 0.309
C -3.0684 0.5708 -0.5280 -0.784
C -1.6100 0.4821 -0.7832 -0.459
H -3.3085 1.5372 -1.1388 0.187
H -3.7506 -0.1598 -0.7468 0.349
H -3.0419 1.0304 0.6477 0.176
H -1.2933 1.5214 -1.2055 0.246
H -1.3332 -0.3857 -1.5311 0.259
H -0.9817 0.3531 0.1215 -0.023
```

Values from the calculation:
Multiplicity: 1
LUMO (eV): 0.8
Charge: 0
SMILES string: CCO.CC
Frontier orbital gap (eV): 11.15
HOMO level (eV): -10.33



Record 3
DFT (ωB97M-V with the def2-TZVPD basis set) results for a 2-piece molecular cluster, C4H12O overall at a distorted geometry.

```
17
Properties=species:S:1:pos:R:3:mulliken_charge:R:1
C -0.5197 -1.3369 -1.4273 -1.340
C -0.6012 0.1960 -1.5302 0.760
C -2.0702 0.7154 -1.3893 -1.159
C 0.3958 0.8089 -0.5499 -1.468
H -1.2981 -1.7191 -0.7727 0.345
H -0.5137 -1.8535 -2.3965 0.328
H 0.4549 -1.6609 -1.0613 0.360
H -0.3762 0.5862 -2.5227 0.206
H -2.2651 1.3505 -0.5194 0.312
H -2.7522 -0.1144 -1.1891 0.285
H -2.3251 1.2550 -2.2949 0.270
H 1.3728 0.7039 -1.0020 0.355
H 0.0237 1.7804 -0.2082 0.405
H 0.3018 0.2698 0.3999 0.343
O 3.2232 -0.1566 5.1463 -0.641
H 4.1346 -0.1069 5.5142 0.323
H 2.8147 -0.7178 5.8032 0.318
```

Values from the calculation:
Multiplicity: 1
LUMO (eV): 1.0
Charge: 0
SMILES string: CC(C)C.O
Frontier orbital gap (eV): 12.06
HOMO level (eV): -11.05



Record 4
DFT (ωB97M-V with the def2-TZVPD basis set) results for a 2-piece molecular cluster, C4H12O overall at a distorted geometry.

```
17
Properties=species:S:1:pos:R:3:mulliken_charge:R:1
C -0.6192 2.1156 1.1287 -1.119
C 0.4345 1.2204 0.4314 0.479
C 1.0799 0.3399 1.5910 -1.162
H -0.5137 2.0549 2.1905 0.358
H -1.5877 1.8453 0.7566 0.311
H -0.4324 3.0898 0.7141 0.258
H -0.1471 0.4292 -0.1648 -0.415
H 1.2274 1.6453 -0.2598 0.402
H 2.0932 0.0868 1.4258 0.296
H 0.9416 0.9339 2.4762 0.383
H 0.5562 -0.6263 1.5755 0.238
C -0.9847 -1.5690 -1.9278 -0.562
O 0.1308 -1.9540 -1.0628 -0.498
H -0.8295 -2.1900 -2.8067 0.331
H -0.9159 -0.5160 -2.2142 0.230
H -1.8586 -1.8011 -1.3451 0.189
H 0.9346 -2.1492 -1.5523 0.281
```

Values from the calculation:
Multiplicity: 1
LUMO (eV): 0.9
Charge: 0
SMILES string: CCC.CO
Frontier orbital gap (eV): 11.36
HOMO level (eV): -10.44



Record 5
DFT (ωB97M-V with the def2-TZVPD basis set) results for a 2-piece molecular cluster, C4H12O overall at a distorted geometry.

```
17
Properties=species:S:1:pos:R:3:mulliken_charge:R:1
C 1.8161 -1.0820 0.1729 -0.996
C 0.8811 -1.5658 -0.9165 -0.121
O 1.4080 -1.2490 -2.2153 -0.542
H 1.8304 -0.0014 0.3453 0.253
H 2.8445 -1.2985 -0.1240 0.344
H 1.6793 -1.6041 1.1196 0.324
H 1.0828 -2.6377 -0.8886 0.219
H -0.1843 -1.3776 -0.9361 0.217
H 1.2030 -0.3406 -2.5105 0.287
C -1.5032 2.1313 0.6811 -0.904
C -1.6839 0.6151 0.7680 -0.554
H -0.4661 2.4184 0.5072 0.264
H -2.1422 2.6040 -0.0642 0.284
H -1.7751 2.6076 1.6259 0.284
H -2.5539 0.3748 1.3695 0.372
H -0.7942 0.2416 1.2850 0.141
H -1.6424 0.1639 -0.2193 0.128
```

Values from the calculation:
Multiplicity: 1
LUMO (eV): 0.9
Charge: 0
SMILES string: CCO.CC
Frontier orbital gap (eV): 11.30
HOMO level (eV): -10.37



Record 6
DFT (ωB97M-V with the def2-TZVPD basis set) results for a 2-piece molecular cluster, C4H12O overall at a distorted geometry.

```
17
Properties=species:S:1:pos:R:3:lowdin_spin:R:1
C 0.5925 0.4128 2.4655 0.001
C 2.0244 -0.1494 2.6365 0.001
H 0.2371 0.8829 3.3629 0.000
H -0.1871 -0.3214 2.1785 0.000
H 0.5908 1.1050 1.6683 0.000
H 2.3028 -1.0300 2.2401 0.000
H 2.7955 0.4799 2.1541 0.000
H 2.1106 -0.1174 3.7197 0.000
C -1.7211 -0.2027 -1.9410 0.149
O -1.0858 -0.4594 -0.6391 0.657
C -0.7781 -0.1021 -3.0862 0.032
H -2.4227 -1.0027 -2.1996 0.036
H -2.5315 0.5348 -1.7228 0.091
H -0.4181 0.1402 -0.5103 0.013
H -0.1907 -0.9997 -3.3523 0.010
H -1.2749 0.1834 -4.0233 0.000
H -0.0436 0.6456 -2.9512 0.009
```

Values from the calculation:
Multiplicity: 2
LUMO (spin up / spin down) (eV): -3.7 / -10.8
Charge: +1
Frontier orbital gap (spin up / spin down) (eV): 11.08 / 3.99
Expectation value of S²: 0.754
HOMO level (spin up / spin down) (eV): -14.75 / -14.75



Record 7
DFT (ωB97M-V with the def2-TZVPD basis set) results for a 3-piece molecular cluster, C4H12O2 overall at a distorted geometry.

```
18
Properties=species:S:1:pos:R:3:mulliken_charge:R:1
C -2.3052 -0.0263 -0.4214 -0.947
C -1.0758 0.0352 0.4199 -0.023
C -0.0272 0.8278 0.2028 -0.039
C 1.3181 0.8275 0.8463 -1.150
H -2.0481 0.5457 -1.3091 0.226
H -3.2389 0.3123 0.0052 0.293
H -2.3526 -1.0673 -0.7397 0.269
H -0.9147 -0.6094 1.2966 0.289
H -0.2020 1.5158 -0.6417 0.161
H 2.0175 0.0577 0.5683 0.270
H 1.1502 0.7753 1.9261 0.297
H 1.7979 1.7493 0.6969 0.354
O 2.6797 -3.6878 3.5177 -0.639
H 2.2050 -3.2779 4.2419 0.320
H 2.3219 -4.5533 3.3292 0.319
O -0.2773 2.4338 -4.8563 -0.645
H -0.5012 2.5772 -3.9326 0.327
H -0.5470 1.5644 -5.1499 0.318
```

Values from the calculation:
Multiplicity: 1
LUMO (eV): 0.8
Charge: 0
SMILES string: C/C=C/C.O.O
Frontier orbital gap (eV): 10.01
HOMO level (eV): -9.23